Below is a molecular structure, C35H30Br2HgN7O3S4, with properties calculated with wB97M-V/def2-TZVPD.

Last column: Mulliken spin population.
Positions of all 82 atoms, in Å:
Hg: 1.858 0.453 0.366  0.01
O: -2.674 1.354 -1.057  0.00
C: -2.839 2.671 -0.862  0.00
C: -4.006 3.260 -1.356  0.00
C: -4.235 4.612 -1.190  0.00
C: -3.304 5.408 -0.524  0.00
C: -2.141 4.830 -0.044  0.00
C: -1.886 3.467 -0.202  0.00
C: -0.608 2.852 0.279  0.00
O: -0.496 1.586 0.242  -0.01
N: 0.323 3.685 0.689  0.00
N: 1.528 3.101 0.849  0.00
C: 2.305 3.620 1.713  0.00
C: 3.722 3.233 1.810  0.00
C: 4.522 3.791 2.808  0.00
C: 5.860 3.447 2.875  0.00
C: 6.369 2.553 1.946  0.00
C: 5.498 2.041 0.993  0.00
N: 4.216 2.369 0.918  0.00
H: -1.786 1.111 -0.687  0.00
H: -4.721 2.623 -1.865  0.00
H: -5.144 5.051 -1.586  0.00
H: -3.491 6.465 -0.381  0.00
H: -1.392 5.414 0.473  0.00
H: 1.941 4.392 2.393  0.00
H: 4.078 4.475 3.522  0.00
H: 6.497 3.863 3.646  0.00
H: 7.410 2.257 1.956  0.00
H: 5.848 1.324 0.255  0.01
Br: 6.791 -3.288 -3.096  0.00
C: 5.555 -2.171 -2.158  -0.03
C: 5.522 -2.231 -0.757  0.20
C: 4.577 -1.416 -0.146  -0.08
N: 3.769 -0.593 -0.796  0.14
C: 3.812 -0.523 -2.157  0.10
C: 4.732 -1.353 -2.870  0.07
C: 2.922 0.388 -2.791  0.16
C: 2.933 0.610 -4.203  0.06
C: 2.080 1.525 -4.734  0.00
Br: 2.114 1.848 -6.617  0.00
C: 1.185 2.255 -3.938  0.21
C: 1.227 1.976 -2.579  -0.08
N: 2.036 1.097 -2.004  0.14
H: 6.167 -2.881 -0.185  0.03
H: 4.470 -1.431 0.938  0.00
H: 4.771 -1.351 -3.949  0.03
H: 3.618 0.073 -4.842  0.03
H: 0.502 2.985 -4.345  0.02
H: 0.559 2.517 -1.922  -0.01
S: 2.396 -2.576 4.041  0.00
C: 2.082 -1.534 2.758  0.00
S: 2.385 0.174 2.871  0.00
S: 1.445 -2.080 1.247  0.01
C: -2.401 -5.908 1.414  0.00
C: -2.860 -4.527 1.878  0.00
C: -1.749 -3.477 1.778  0.00
N: -1.480 -3.074 0.399  0.00
C: -1.475 -1.822 -0.089  0.00
S: -0.760 -1.466 -1.546  0.00
N: -2.053 -0.826 0.703  0.00
C: -3.305 -0.751 1.273  0.00
O: -3.553 0.074 2.128  0.00
C: -4.390 -1.674 0.784  0.00
C: -5.431 -1.962 1.660  0.00
C: -6.511 -2.723 1.243  0.00
C: -6.572 -3.182 -0.069  0.00
C: -5.547 -2.876 -0.953  0.00
C: -4.456 -2.124 -0.532  0.00
H: -3.234 -6.616 1.407  0.00
H: -1.618 -6.301 2.070  0.00
H: -1.997 -5.864 0.397  0.00
H: -3.202 -4.576 2.915  0.00
H: -3.703 -4.199 1.269  0.00
H: -0.818 -3.865 2.200  0.00
H: -2.008 -2.593 2.351  0.00
H: -0.875 -3.677 -0.134  0.00
H: -1.522 0.043 0.730  0.00
H: -5.376 -1.575 2.670  0.00
H: -7.313 -2.951 1.936  0.00
H: -7.425 -3.761 -0.404  0.00
H: -5.595 -3.213 -1.982  0.00
H: -3.677 -1.865 -1.242  0.00

E_HOMO (alpha / beta): -0.4 / -1.6 eV
charge: -2
spin multiplicity: 2

=====

Below is a molecular structure, C35H30BrI2N4O3PSSr, with properties calculated with wB97M-V/def2-TZVPD.

Last column: Löwdin charge in e.
Positions of all 78 atoms, in Å:
Sr: -18.351 8.064 1.997  1.42
I: -22.593 1.575 3.761  0.86
C: -21.452 3.048 2.920  -0.81
C: -20.162 2.754 2.583  -0.28
C: -19.435 3.688 1.941  -0.65
I: -17.458 3.260 1.476  0.90
C: -19.840 5.003 1.627  -0.53
O: -19.088 5.885 1.184  -0.29
C: -21.242 5.238 2.023  -0.15
C: -21.741 6.635 1.648  -0.16
N: -20.963 7.607 2.388  -0.16
C: -21.248 7.456 3.834  -0.15
C: -20.263 6.588 4.568  -0.25
C: -20.670 5.698 5.600  -0.01
C: -19.690 5.068 6.342  -0.03
C: -18.291 5.274 6.064  -0.03
C: -18.036 6.119 5.007  -0.18
N: -18.964 6.750 4.309  0.04
C: -22.058 4.272 2.616  -0.13
H: -19.739 1.836 2.891  0.07
H: -22.853 6.728 1.987  0.14
H: -21.618 6.829 0.578  0.11
H: -21.240 8.572 2.191  0.01
H: -22.245 7.000 4.004  0.13
H: -21.188 8.411 4.321  0.10
H: -21.724 5.501 5.688  0.11
H: -20.008 4.329 7.114  0.12
H: -17.551 4.692 6.558  0.09
H: -17.007 6.332 4.671  0.11
H: -23.126 4.499 2.839  0.11
O: -16.580 11.810 0.457  0.02
C: -16.730 10.633 0.181  -0.73
O: -17.244 9.776 0.964  -0.37
C: -16.270 10.034 -1.198  -0.25
P: -16.581 8.219 -1.314  1.08
C: -15.905 7.720 -2.933  -0.39
C: -16.555 7.712 -4.150  -0.08
C: -15.944 7.249 -5.309  -0.08
C: -14.722 6.580 -5.250  -0.08
C: -14.049 6.585 -4.027  -0.06
C: -14.669 7.143 -2.881  -0.11
C: -18.409 8.129 -1.671  -0.39
C: -19.253 9.205 -1.949  -0.16
C: -20.612 9.046 -2.244  -0.19
C: -21.195 7.786 -2.275  -0.07
C: -20.313 6.704 -1.983  -0.07
C: -19.003 6.904 -1.614  -0.14
H: -15.225 10.333 -1.409  0.10
H: -16.876 10.587 -1.955  0.08
H: -17.548 8.125 -4.120  0.10
H: -16.484 7.271 -6.253  0.10
H: -14.293 6.126 -6.158  0.11
H: -13.110 6.192 -3.916  0.07
H: -14.081 7.147 -2.021  0.08
H: -18.840 10.226 -1.882  0.10
H: -21.288 9.927 -2.382  0.10
H: -22.252 7.668 -2.408  0.10
H: -20.784 5.719 -1.847  0.12
H: -18.529 6.019 -1.230  0.10
S: -15.161 11.067 4.834  1.04
C: -15.610 9.932 5.984  -0.40
C: -16.247 8.891 5.334  -0.27
N: -16.504 9.097 4.047  -0.06
C: -15.966 10.188 3.583  -0.43
H: -15.346 9.931 7.015  0.06
H: -16.482 7.963 5.833  0.09
H: -15.917 10.387 2.558  0.04
Br: -20.900 10.444 0.497  0.93
C: -19.976 11.097 2.047  -0.68
C: -19.177 12.235 1.893  -0.12
C: -18.476 12.710 2.969  -0.03
C: -18.702 12.089 4.231  -0.05
C: -19.413 10.937 4.244  -0.15
N: -20.012 10.400 3.172  0.02
H: -18.966 12.682 0.905  0.12
H: -17.800 13.564 2.880  0.13
H: -18.150 12.443 5.085  0.10
H: -19.492 10.357 5.124  0.10

E_HOMO: -7.0 eV

=====

Below is a molecular structure, C35H30BrN3O5S2SbTa, with properties calculated with wB97M-V/def2-TZVPD.

Last column: Löwdin charge in e.
Positions of all 78 atoms, in Å:
Ta: -0.268 0.702 -0.406  1.49
Br: 1.866 -0.883 0.222  0.99
C: 1.151 -1.632 1.818  -0.57
C: 1.940 -2.503 2.506  -0.10
C: 1.405 -3.098 3.670  -0.04
C: 0.133 -2.798 4.061  0.00
C: -0.674 -1.889 3.333  -0.15
C: -1.996 -1.591 3.752  -0.01
C: -2.754 -0.714 3.043  -0.04
C: -2.236 -0.077 1.887  -0.11
C: -0.967 -0.326 1.429  -0.33
C: -0.167 -1.259 2.168  -0.26
H: 2.942 -2.743 2.176  0.12
H: 2.011 -3.790 4.238  0.12
H: -0.284 -3.259 4.948  0.13
H: -2.387 -2.075 4.638  0.13
H: -3.764 -0.486 3.356  0.12
H: -2.894 0.621 1.387  0.08
O: -3.778 2.402 -0.033  -0.20
S: -2.578 2.330 -0.791  0.74
O: -1.250 2.508 -0.024  -0.52
N: -2.160 0.816 -1.175  -0.25
C: -2.767 -0.117 -2.053  -0.22
C: -3.812 0.114 -2.893  0.03
C: -4.302 -0.951 -3.687  -0.03
C: -3.740 -2.193 -3.611  0.00
C: -2.649 -2.433 -2.737  -0.13
C: -2.015 -3.690 -2.605  0.04
C: -0.976 -3.817 -1.733  0.00
C: -0.546 -2.695 -0.999  -0.11
N: -1.095 -1.504 -1.092  0.02
C: -2.156 -1.380 -1.960  -0.15
C: -2.622 3.597 -1.974  -0.30
C: -1.534 4.450 -2.128  -0.06
C: -1.673 5.532 -2.979  -0.03
C: -2.864 5.736 -3.663  -0.03
C: -3.943 4.877 -3.489  -0.03
C: -3.838 3.802 -2.626  -0.05
H: -4.276 1.087 -2.966  0.10
H: -5.135 -0.770 -4.351  0.12
H: -4.118 -3.008 -4.214  0.13
H: -2.363 -4.532 -3.190  0.14
H: -0.468 -4.760 -1.591  0.12
H: 0.267 -2.818 -0.302  0.07
H: -0.615 4.280 -1.588  0.10
H: -0.854 6.227 -3.104  0.12
H: -2.960 6.584 -4.329  0.12
H: -4.875 5.061 -4.006  0.12
H: -4.695 3.173 -2.433  0.12
O: 3.256 2.468 -0.371  0.09
C: 2.617 2.277 -1.367  -0.47
N: 1.219 2.017 -1.345  -0.24
S: 0.753 1.449 -2.814  0.71
O: 0.536 0.011 -2.380  -0.43
O: -0.419 2.054 -3.354  -0.23
C: 2.206 1.753 -3.687  -0.23
C: 2.468 1.602 -5.036  0.00
C: 3.743 1.962 -5.454  -0.02
C: 4.688 2.448 -4.551  -0.01
C: 4.397 2.586 -3.198  0.04
C: 3.133 2.228 -2.770  -0.12
H: 1.726 1.229 -5.729  0.13
H: 4.005 1.863 -6.499  0.13
H: 5.669 2.726 -4.914  0.13
H: 5.128 2.963 -2.495  0.14
C: -0.295 2.034 3.561  -0.25
Sb: 0.963 2.027 1.878  1.40
C: 2.794 1.456 2.720  -0.26
C: 1.144 4.107 1.607  -0.26
H: 0.026 2.846 4.212  0.03
H: -0.221 1.085 4.089  0.02
H: -1.327 2.198 3.262  0.02
H: 2.902 2.012 3.651  0.03
H: 3.599 1.710 2.035  0.01
H: 2.805 0.390 2.935  0.00
H: 1.485 4.533 2.550  0.03
H: 0.170 4.522 1.358  0.02
H: 1.863 4.332 0.824  0.01

E_HOMO: -13.2 eV
charge: +2

=====

no.,E_tot (eV),molar mass (u)
1,-240959.0855,1085.3
2,-156091.3111,1039.0
3,-151279.5382,1019.4